No. 1
{"formula": "C5H9N", "method": "the ωB97M-V functional and the def2-TZVPD basis", "elements": ["C", "C", "C", "C", "C", "N", "H", "H", "H", "H", "H", "H", "H", "H", "H"], "coordinates": [[1.60, 0.38, -1.54], [1.11, 0.61, -0.12], [0.26, -0.54, 0.43], [-2.30, -0.15, 1.92], [-1.09, -0.59, -0.16], [-2.14, -0.62, -0.65], [2.17, -0.56, -1.60], [0.76, 0.31, -2.24], [2.26, 1.19, -1.87], [1.96, 0.72, 0.56], [0.54, 1.54, -0.05], [0.74, -1.51, 0.27], [0.06, -0.41, 1.49], [-2.97, 0.67, 1.61], [-2.97, -1.03, 1.96]], "nbo_charge": [-0.61, -0.38, -0.53, -0.26, 0.33, -0.34, 0.20, 0.21, 0.22, 0.21, 0.21, 0.24, 0.29, 0.10, 0.10], "homo_ev": -9.25, "e_above_lowest_kcal_mol": 106.6, "fmax_ev_per_a": 1.1, "total_charge": 0}

No. 2
{"formula": "C5H9N", "method": "the ωB97M-V functional and the def2-TZVPD basis", "elements": ["C", "C", "C", "N", "C", "C", "H", "H", "H", "H", "H", "H", "H", "H", "H"], "coordinates": [[-1.39, 0.95, 0.33], [-1.94, -0.29, -0.33], [-0.58, -0.31, 0.31], [0.56, -0.40, -0.58], [1.79, -0.91, 0.01], [1.66, 0.52, -0.36], [-1.06, 1.76, -0.30], [-1.81, 1.26, 1.29], [-2.75, -0.82, 0.15], [-1.94, -0.30, -1.41], [-0.48, -0.86, 1.25], [1.78, -1.13, 1.07], [2.36, -1.60, -0.60], [2.13, 0.90, -1.27], [1.57, 1.25, 0.45]], "nbo_charge": [-0.44, -0.42, -0.07, -0.41, -0.25, -0.26, 0.22, 0.22, 0.21, 0.22, 0.19, 0.19, 0.20, 0.20, 0.19], "homo_ev": -8.82, "e_above_lowest_kcal_mol": 51.9, "fmax_ev_per_a": 0.3, "total_charge": 0}

No. 3
{"formula": "C5H9N", "method": "the ωB97M-V functional and the def2-TZVPD basis", "elements": ["C", "C", "C", "C", "N", "C", "H", "H", "H", "H", "H", "H", "H", "H", "H"], "coordinates": [[-1.15, -2.78, -0.36], [-0.23, -1.78, -0.53], [-0.26, -0.57, 0.18], [-0.05, 0.48, -0.69], [0.35, 1.78, -0.30], [0.81, 2.19, 1.02], [-1.37, -3.43, -1.18], [-1.66, -2.99, 0.62], [0.31, -1.74, -1.50], [-0.10, -0.54, 1.25], [-0.10, 0.32, -1.77], [1.07, 2.11, -0.97], [-0.03, 1.63, 1.53], [0.71, 3.29, 1.12], [1.72, 2.02, 1.57]], "nbo_charge": [-0.38, -0.20, -0.37, 0.04, -0.61, -0.43, 0.19, 0.19, 0.19, 0.22, 0.20, 0.36, 0.20, 0.20, 0.19], "homo_ev": -7.52, "e_above_lowest_kcal_mol": 70.6, "fmax_ev_per_a": 5.0, "total_charge": 0}

No. 4
{"formula": "C5H9N", "method": "the ωB97M-V functional and the def2-TZVPD basis", "elements": ["C", "C", "C", "N", "C", "C", "H", "H", "H", "H", "H", "H", "H", "H", "H"], "coordinates": [[-0.06, -1.59, -0.84], [1.14, -1.38, 0.05], [-0.19, -0.82, 0.44], [-0.29, 0.57, 0.52], [0.33, 1.73, 0.05], [-1.25, 1.56, 0.37], [-0.09, -1.03, -1.77], [-0.52, -2.57, -0.87], [1.53, -2.20, 0.64], [1.89, -0.68, -0.29], [-0.72, -1.27, 1.27], [1.17, 2.04, 0.71], [0.51, 2.01, -0.99], [-2.07, 1.37, -0.37], [-1.61, 2.11, 1.24]], "nbo_charge": [-0.45, -0.42, -0.04, -0.45, -0.23, -0.19, 0.22, 0.21, 0.22, 0.22, 0.21, 0.19, 0.17, 0.18, 0.18], "homo_ev": -8.00, "e_above_lowest_kcal_mol": 77.0, "fmax_ev_per_a": 1.3, "total_charge": 0}

No. 5
{"formula": "C5H9N2", "method": "the ωB97M-V functional and the def2-TZVPD basis", "elements": ["C", "C", "C", "C", "C", "N", "N", "H", "H", "H", "H", "H", "H", "H", "H", "H"], "coordinates": [[-3.89, -0.76, -0.39], [-1.61, 1.87, 0.31], [-0.51, -0.27, -0.08], [1.97, -0.85, -0.24], [0.87, -0.35, 0.76], [-3.18, -0.19, 0.34], [-1.34, 0.67, -0.05], [-4.54, -1.44, -1.01], [-1.97, 1.72, 1.32], [-1.83, 2.86, -0.16], [-1.05, -1.16, -0.47], [2.94, -0.91, 0.14], [1.88, -0.17, -1.12], [1.55, -1.77, -0.84], [1.22, 0.55, 1.35], [0.46, -1.17, 1.41]], "nbo_charge": [0.16, 0.08, 0.24, -0.61, -0.42, -0.42, -0.24, 0.28, 0.23, 0.27, 0.24, 0.25, 0.22, 0.22, 0.26, 0.25], "homo_ev": -15.26, "e_above_lowest_kcal_mol": 141.1, "fmax_ev_per_a": 6.4, "total_charge": 1}

No. 6
{"formula": "C5H9N2", "method": "the ωB97M-V functional and the def2-TZVPD basis", "elements": ["C", "C", "C", "C", "N", "C", "N", "H", "H", "H", "H", "H", "H", "H", "H", "H"], "coordinates": [[-1.60, -0.23, 0.99], [-0.23, -0.10, 0.39], [0.70, -1.34, 0.44], [0.16, -0.70, -0.90], [0.93, 0.33, -1.50], [0.99, 1.41, -0.73], [0.45, 1.15, 0.43], [-1.62, 0.21, 2.03], [-1.99, -1.23, 1.01], [-2.36, 0.42, 0.37], [0.41, -2.43, 0.65], [1.74, -1.06, 0.56], [-0.59, -1.07, -1.57], [1.18, 0.57, -2.57], [1.43, 2.41, -0.89], [0.40, 1.65, 1.31]], "nbo_charge": [-0.62, 0.09, -0.41, -0.08, -0.51, 0.37, -0.50, 0.24, 0.25, 0.23, 0.28, 0.23, 0.25, 0.47, 0.26, 0.46], "homo_ev": -14.08, "e_above_lowest_kcal_mol": 60.6, "fmax_ev_per_a": 5.7, "total_charge": 1}

No. 7
{"formula": "C5H9N2", "method": "the ωB97M-V functional and the def2-TZVPD basis", "elements": ["C", "C", "N", "N", "C", "C", "C", "H", "H", "H", "H", "H", "H", "H", "H", "H"], "coordinates": [[-2.57, 0.31, 0.05], [-1.37, -0.23, -0.50], [-0.25, 0.27, -0.15], [-0.03, 1.35, 0.81], [1.24, 1.29, 0.67], [1.28, 0.17, -0.33], [1.94, -1.18, -0.03], [-2.57, 0.02, 1.13], [-2.58, 1.41, 0.00], [-3.31, -0.13, -0.48], [-1.42, -1.14, -1.12], [1.84, 2.03, 1.01], [1.54, 0.44, -1.32], [1.56, -1.58, 0.93], [2.97, -1.02, 0.16], [1.73, -2.01, -0.82]], "nbo_charge": [-0.70, 0.29, -0.15, -0.18, 0.14, -0.06, -0.64, 0.29, 0.28, 0.25, 0.25, 0.23, 0.25, 0.23, 0.26, 0.25], "homo_ev": -15.82, "e_above_lowest_kcal_mol": 98.8, "fmax_ev_per_a": 4.0, "total_charge": 1}

No. 8
{"formula": "C5H9N2", "method": "the ωB97M-V functional and the def2-TZVPD basis", "elements": ["C", "C", "C", "C", "C", "N", "N", "H", "H", "H", "H", "H", "H", "H", "H", "H"], "coordinates": [[-0.96, 0.44, 1.92], [-1.61, 1.25, 2.71], [-0.19, 1.18, 0.82], [0.45, -0.15, 0.49], [0.52, -0.15, -2.05], [-0.33, -0.80, 1.55], [-0.08, -0.77, -0.84], [-0.67, 1.63, -0.05], [0.42, 1.96, 1.26], [1.63, -0.29, 0.57], [0.33, 0.83, -1.90], [1.47, -0.49, -2.22], [0.01, -0.52, -2.88], [0.02, -1.61, 2.18], [0.12, -1.82, -0.78], [-1.14, -0.69, -0.78]], "nbo_charge": [-0.23, 0.28, -0.43, 0.12, -0.40, -0.62, -0.52, 0.23, 0.28, 0.25, 0.22, 0.24, 0.24, 0.45, 0.45, 0.45], "homo_ev": -13.09, "e_above_lowest_kcal_mol": 173.4, "fmax_ev_per_a": 3.7, "total_charge": 1}

no.,orbital gap (eV)
1,8.88
2,10.13
3,8.55
4,9.22
5,10.05
6,10.45
7,10.96
8,8.68